Record 1
{"formula": "C4H9FOS", "method": "ωB97M-V/def2-TZVPD", "elements": ["S", "F", "O", "C", "C", "C", "C", "H", "H", "H", "H", "H", "H", "H", "H", "H"], "xyz": [[-0.105, 0.672, -1.197], [2.171, -1.250, -0.776], [-0.398, 1.889, -0.415], [-1.167, -0.595, -0.329], [1.890, 0.222, 1.100], [-2.230, 0.125, 0.529], [1.916, 0.002, -0.396], [-1.685, -1.117, -1.092], [2.805, 0.621, -0.901], [1.593, -0.711, 1.723], [-2.470, -0.544, 1.474], [-1.847, 1.045, 0.971], [1.085, 0.998, 1.361], [-0.569, -1.309, 0.268], [2.820, 0.544, 1.395], [-3.181, -0.027, -0.041]], "forces_ev_per_angstrom": [[1.874, -1.267, 1.140], [-0.354, -1.429, -0.181], [0.385, 0.823, -0.016], [0.664, 0.312, 1.140], [-3.992, -1.247, 0.345], [-0.679, -3.161, 1.691], [0.285, 2.552, -0.939], [-0.144, -0.739, -0.857], [-2.467, -0.648, 0.814], [0.570, 1.303, -1.348], [0.718, 1.029, -1.705], [-0.774, 0.332, -0.730], [1.264, -0.760, -0.464], [-0.042, 0.456, -0.457], [2.091, 0.853, 0.984], [0.602, 1.593, 0.583]], "lumo_energy_ha": 0.0238, "homo_lumo_gap_ev": 9.39, "relative_energy_kcal_mol": 45.7, "multiplicity": 1, "e_tot_ha": -730.992325, "homo_ha": -0.321, "charge": 0}

***

Record 2
{"formula": "C4H9I2NOS", "method": "ωB97M-V/def2-TZVPD", "elements": ["I", "I", "S", "O", "N", "C", "C", "C", "C", "H", "H", "H", "H", "H", "H", "H", "H", "H"], "xyz": [[3.418, -1.480, -0.219], [2.427, 1.979, -0.105], [-0.734, 0.046, -0.180], [-1.234, 0.389, 1.174], [0.691, -0.493, -0.399], [1.780, -0.157, 0.413], [-1.075, 1.436, -1.386], [-1.774, -1.257, -0.822], [1.504, -0.139, 1.927], [-2.749, -0.863, -1.146], [-2.051, 1.791, -1.327], [-0.972, 1.001, -2.347], [0.614, 0.402, 2.265], [-0.537, 2.218, -1.054], [2.238, 0.263, 2.541], [-1.105, -1.889, -1.540], [1.587, -1.226, 2.140], [-2.028, -2.022, 0.066]], "forces_ev_per_angstrom": [[-0.465, 0.456, 0.464], [0.121, -0.188, 0.067], [-1.356, 0.395, 1.199], [0.391, 0.055, -2.039], [-0.199, -0.150, 0.287], [-0.471, 1.268, -0.139], [-0.873, -3.454, 0.919], [0.704, -3.002, 0.951], [-0.007, -1.910, -0.771], [0.608, -0.104, -0.364], [-2.202, 0.028, 0.555], [0.917, 0.002, -0.967], [-0.113, -0.720, -0.683], [2.712, 2.448, 0.431], [2.075, 0.938, 0.483], [-1.649, 1.455, 0.836], [-1.017, 0.475, 0.454], [0.823, 2.007, -1.683]], "lumo_energy_ha": -0.0027, "homo_lumo_gap_ev": 8.73, "relative_energy_kcal_mol": 0.0, "multiplicity": 1, "e_tot_ha": -1281.266958, "homo_ha": -0.323, "charge": 0}

***

Record 3
{"formula": "C4H9IN2OS", "method": "ωB97M-V/def2-TZVPD", "elements": ["I", "S", "O", "N", "N", "C", "C", "C", "C", "H", "H", "H", "H", "H", "H", "H", "H", "H"], "xyz": [[-2.009, 2.744, -0.996], [1.677, 0.665, 2.579], [1.971, 0.020, -0.265], [-0.854, -0.761, -1.604], [-2.141, -0.209, -2.042], [1.075, -0.840, 1.756], [0.840, -0.606, 0.176], [-0.389, 0.118, -0.513], [-0.547, 1.431, -0.267], [-1.891, 0.539, -2.615], [0.062, 1.878, 0.614], [0.617, 1.203, 3.174], [0.219, -1.177, 2.264], [-0.807, -1.797, -1.385], [-2.655, -0.786, -2.733], [1.871, -1.654, 1.813], [2.103, 0.761, 0.347], [0.858, -1.527, -0.303]], "forces_ev_per_angstrom": [[0.342, 0.241, 0.183], [1.106, -0.145, 0.079], [1.732, 0.814, -0.415], [-0.217, 1.209, 1.621], [-0.911, -2.329, 0.153], [0.288, -0.128, -1.849], [-0.887, 1.338, 1.236], [1.063, -1.756, -0.104], [0.191, -0.259, 1.558], [0.682, 1.662, -0.968], [-1.180, -0.821, -1.845], [-0.594, -0.307, -0.167], [-1.145, -0.546, 0.582], [-0.654, 2.013, -0.150], [0.816, -0.414, 0.818], [-0.887, 1.338, 0.065], [0.261, 0.218, -0.332], [-0.005, -2.127, -0.463]], "lumo_energy_ha": 0.0217, "homo_lumo_gap_ev": 8.56, "relative_energy_kcal_mol": 6.8, "multiplicity": 1, "smiles": "NN/C(=C\\I)[C@@H](O)CS", "e_tot_ha": -1038.321355, "homo_ha": -0.293, "charge": 0}

***

Record 4
{"formula": "C4H9INO", "method": "ωB97M-V/def2-TZVPD", "elements": ["I", "O", "N", "C", "C", "C", "C", "H", "H", "H", "H", "H", "H", "H", "H", "H"], "xyz": [[-3.075, -0.189, 0.269], [-0.139, 0.447, 0.240], [1.891, -1.446, -0.656], [-1.297, 0.921, 0.121], [0.137, -0.794, 0.903], [-1.390, 2.161, -0.683], [1.546, -1.229, 0.665], [-0.138, -0.597, 1.913], [2.415, -0.644, 0.985], [-0.768, 3.033, -0.357], [-2.416, 2.511, -0.783], [1.624, -2.152, 1.114], [-0.599, -1.550, 0.428], [-1.180, 1.884, -1.710], [0.975, -1.707, -1.208], [2.413, -0.648, -1.242]], "forces_ev_per_angstrom": [[0.711, 0.363, 0.480], [-0.490, 1.371, 0.128], [-1.195, 0.821, -6.565], [-0.172, -0.450, -1.950], [-1.142, -1.476, -0.597], [-0.669, 1.474, 0.424], [1.154, 1.977, 0.340], [-0.033, -0.308, 0.972], [-0.826, 0.476, 1.197], [-0.152, -1.063, -0.200], [-0.050, -0.014, 0.504], [0.060, -2.152, 1.755], [1.261, 0.929, 0.845], [0.682, -0.209, -0.260], [2.710, 0.468, 0.814], [-1.849, -2.208, 2.112]], "lumo_energy_ha": -0.2140, "homo_lumo_gap_ev": 7.14, "relative_energy_kcal_mol": 50.1, "multiplicity": 1, "e_tot_ha": -585.151008, "homo_ha": -0.476, "charge": 1}

***

Record 5
{"formula": "C4H9N", "method": "ωB97M-V/def2-TZVPD", "elements": ["N", "C", "C", "C", "C", "H", "H", "H", "H", "H", "H", "H", "H", "H"], "xyz": [[0.355, 0.131, 0.373], [0.787, 0.525, -2.081], [0.870, -0.399, -0.861], [-0.871, -0.245, 0.843], [-1.330, -0.178, 2.101], [1.905, -0.741, -0.719], [1.772, 0.929, -2.328], [1.007, 0.585, 0.992], [-0.890, 0.308, 2.962], [0.150, 1.387, -1.898], [-1.471, -0.669, 0.047], [0.418, -1.369, -1.067], [0.470, -0.015, -2.985], [-2.355, -0.506, 2.242]], "forces_ev_per_angstrom": [[-0.190, 0.176, 0.132], [0.267, -0.098, -0.110], [0.579, -0.480, -0.490], [0.868, -0.091, 0.152], [-1.090, 0.199, 0.018], [0.131, 0.426, 0.134], [0.169, 0.082, 0.073], [-0.091, -0.139, 0.020], [0.455, -0.128, -0.235], [-0.284, -0.103, -0.035], [-0.138, -0.067, 0.176], [-0.549, 0.129, -0.018], [-0.145, 0.080, 0.134], [0.018, 0.013, 0.047]], "lumo_energy_ha": [0.1578, 0.1530], "homo_lumo_gap_ev": [2.77, 8.38], "relative_energy_kcal_mol": 15.7, "multiplicity": 2, "e_tot_ha": -212.466391, "homo_ha": [0.056, -0.155], "charge": -1}

***

Record 6
{"formula": "C4H9N", "method": "ωB97M-V/def2-TZVPD", "elements": ["N", "C", "C", "C", "C", "H", "H", "H", "H", "H", "H", "H", "H", "H"], "xyz": [[0.041, 1.239, 0.159], [-0.560, -0.058, -0.428], [-2.000, -0.388, -0.024], [0.552, -0.195, 0.551], [1.865, -0.537, -0.092], [-2.107, -1.496, 0.207], [1.933, 0.091, -1.057], [2.487, -1.515, -0.226], [0.540, 1.841, -0.572], [0.197, -0.393, 1.484], [2.584, 0.234, 0.101], [-1.993, 0.011, 0.938], [-2.932, -0.123, -0.652], [-0.142, -0.256, -1.378]], "forces_ev_per_angstrom": [[-0.425, -1.676, -0.638], [-0.162, 1.448, 0.648], [-0.229, -1.962, -1.299], [-0.120, 2.317, -4.216], [2.425, 0.961, -2.048], [0.289, 0.989, -0.672], [-1.342, -2.034, -0.144], [-1.946, 1.484, 0.557], [-0.288, -1.847, 1.290], [0.028, -0.719, 2.788], [1.223, 0.080, 2.418], [-0.958, 1.163, 1.658], [1.945, 0.099, 0.867], [-0.440, -0.302, -1.209]], "lumo_energy_ha": 0.0414, "homo_lumo_gap_ev": 10.49, "relative_energy_kcal_mol": 67.5, "multiplicity": 1, "smiles": "C[C@H]1N[C@@H]1C", "e_tot_ha": -212.443654, "homo_ha": -0.344, "charge": 0}

***

Record 7
{"formula": "C4H9N", "method": "ωB97M-V/def2-TZVPD", "elements": ["N", "C", "C", "C", "C", "H", "H", "H", "H", "H", "H", "H", "H", "H"], "xyz": [[1.434, -0.094, -0.053], [-1.256, -1.859, 0.493], [1.018, 1.302, -1.351], [0.556, 0.882, -0.087], [-0.449, 1.323, 0.789], [1.891, 1.953, -1.484], [0.895, 0.682, -2.261], [-1.598, -1.547, -0.463], [2.461, 0.099, -0.240], [-0.179, -1.701, 0.550], [-1.014, 2.199, 0.421], [-1.683, -1.234, 1.244], [-1.588, -2.941, 0.665], [-0.490, 0.936, 1.776]], "forces_ev_per_angstrom": [[2.996, -0.636, -2.462], [0.051, -1.897, 0.635], [1.873, -2.138, -1.986], [-4.537, 3.324, 4.572], [2.638, 0.115, -3.473], [-0.399, 0.060, 0.538], [-0.678, 0.533, 0.665], [-0.327, 0.304, -0.842], [-1.526, 0.039, 0.958], [-0.057, -0.495, -0.097], [0.164, -0.787, 0.582], [-0.579, 0.357, 0.520], [0.737, 1.498, -0.183], [-0.356, -0.277, 0.575]], "lumo_energy_ha": -0.0075, "homo_lumo_gap_ev": 8.09, "relative_energy_kcal_mol": 96.2, "multiplicity": 1, "e_tot_ha": -212.397862, "homo_ha": -0.305, "charge": 0}

***

Record 8
{"formula": "C4H9N", "method": "ωB97M-V/def2-TZVPD", "elements": ["N", "C", "C", "C", "C", "H", "H", "H", "H", "H", "H", "H", "H", "H"], "xyz": [[-0.105, 0.847, 0.575], [-0.574, -0.068, -0.383], [1.165, 0.715, 1.283], [0.408, -1.071, -0.901], [-1.849, 0.018, -0.763], [0.533, -1.939, -0.261], [0.245, -1.354, -1.932], [-0.828, 1.447, 0.949], [-2.205, -0.650, -1.549], [1.330, 1.512, 1.998], [1.234, -0.285, 1.706], [-2.693, 0.608, -0.446], [1.926, 0.883, 0.507], [1.414, -0.663, -0.782]], "forces_ev_per_angstrom": [[-0.221, 0.020, 0.020], [-0.318, 1.085, 1.242], [-0.343, 0.109, -1.568], [0.931, 0.501, 0.477], [-0.840, -1.454, -1.615], [-0.709, -0.423, 0.077], [-0.162, -0.103, -0.037], [0.356, -0.219, 0.065], [0.391, -0.067, 0.104], [-0.388, -0.109, 0.296], [0.439, 0.098, 0.371], [0.517, 0.666, 0.689], [0.327, -0.382, 0.516], [0.019, 0.277, -0.637]], "lumo_energy_ha": 0.0390, "homo_lumo_gap_ev": 8.60, "relative_energy_kcal_mol": 20.3, "multiplicity": 1, "smiles": "C=C(C)NC", "e_tot_ha": -212.518813, "homo_ha": -0.277, "charge": 0}

***

Record 9
{"formula": "C4H9N", "method": "ωB97M-V/def2-TZVPD", "elements": ["N", "C", "C", "C", "C", "H", "H", "H", "H", "H", "H", "H", "H", "H"], "xyz": [[-0.552, 0.796, -0.647], [-1.646, 1.450, -0.634], [0.490, -1.182, 0.653], [1.749, -1.075, -0.186], [-0.241, 0.172, 0.694], [0.257, 1.014, 1.245], [2.191, -2.038, -0.412], [-1.137, 0.064, 1.321], [0.653, -1.495, 1.680], [1.613, -0.560, -1.146], [2.524, -0.457, 0.282], [-2.130, 1.569, -1.602], [-2.170, 1.583, 0.344], [-0.152, -1.895, 0.090]], "forces_ev_per_angstrom": [[-1.000, -1.072, 1.102], [0.455, -1.589, 0.322], [-0.480, 1.069, -1.718], [1.045, 0.596, -0.106], [0.157, 1.739, 0.492], [0.582, -1.050, -0.276], [0.085, -0.281, 0.085], [-0.291, -0.166, -0.490], [0.094, -0.291, -0.024], [-0.545, -0.285, 0.207], [-0.049, -0.203, 0.308], [0.060, 1.071, 0.205], [-0.139, 0.197, -0.907], [0.025, 0.265, 0.800]], "lumo_energy_ha": 0.0457, "homo_lumo_gap_ev": 10.97, "relative_energy_kcal_mol": 25.8, "multiplicity": 1, "smiles": "C=NCCC", "e_tot_ha": -212.509997, "homo_ha": -0.357, "charge": 0}

***

Record 10
{"formula": "C4H9N", "method": "ωB97M-V/def2-TZVPD", "elements": ["N", "C", "C", "C", "C", "H", "H", "H", "H", "H", "H", "H", "H", "H"], "xyz": [[-0.370, -0.619, 0.089], [1.018, 1.240, -0.933], [-1.410, -0.045, -0.750], [-0.178, 0.636, -0.285], [-0.005, -1.760, 0.590], [1.878, 1.195, -0.256], [1.001, -1.868, 0.974], [0.841, 2.293, -1.166], [0.182, 0.801, 2.202], [1.297, 0.727, -1.868], [-1.487, -0.533, -1.731], [0.338, 0.315, 2.749], [-2.370, 0.173, -0.278], [-0.735, -2.555, 0.662]], "forces_ev_per_angstrom": [[0.060, 0.152, 0.030], [0.054, 0.087, 0.032], [-0.330, -0.081, -0.098], [0.148, -0.231, -0.033], [0.053, -0.017, -0.012], [-0.127, 0.007, -0.086], [-0.121, 0.036, -0.045], [0.019, -0.158, 0.033], [0.010, -0.042, 0.076], [-0.075, -0.004, 0.111], [0.058, 0.088, 0.095], [0.000, 0.047, -0.014], [0.170, -0.011, -0.055], [0.081, 0.127, -0.033]], "lumo_energy_ha": 0.0415, "homo_lumo_gap_ev": 8.26, "relative_energy_kcal_mol": 100.5, "multiplicity": 1, "e_tot_ha": -212.391035, "homo_ha": -0.262, "charge": 0}

***

Record 11
{"formula": "C4H9N", "method": "ωB97M-V/def2-TZVPD", "elements": ["N", "C", "C", "C", "C", "H", "H", "H", "H", "H", "H", "H", "H", "H"], "xyz": [[-1.770, -0.676, -0.976], [1.085, -1.022, -0.178], [0.158, 0.057, 0.237], [-1.018, 0.322, -0.368], [0.770, 1.290, 1.007], [2.123, -0.801, 0.095], [-1.525, 1.251, -0.151], [0.885, -2.065, 0.041], [-1.572, -1.664, -0.880], [0.001, 1.596, 1.717], [0.769, 2.149, 0.325], [-2.741, -0.473, -1.103], [1.167, -0.923, -1.272], [1.670, 0.959, 1.506]], "forces_ev_per_angstrom": [[-0.429, 0.255, -1.024], [0.935, 0.106, -1.227], [0.115, 2.771, -0.113], [0.483, -2.105, 1.821], [-1.985, -1.203, -0.817], [-0.255, -0.126, 0.556], [-0.185, 0.065, -0.236], [-0.300, -0.123, 0.295], [0.247, 0.528, 0.225], [0.324, -0.112, 0.575], [1.113, -0.154, 0.116], [-0.162, -0.072, -0.119], [-0.229, -0.496, -0.006], [0.330, 0.667, -0.045]], "lumo_energy_ha": 0.0395, "homo_lumo_gap_ev": 8.45, "relative_energy_kcal_mol": 21.9, "multiplicity": 1, "smiles": "CC(C)=CN", "e_tot_ha": -212.516291, "homo_ha": -0.271, "charge": 0}

***

Record 12
{"formula": "C4H9N", "method": "ωB97M-V/def2-TZVPD", "elements": ["N", "C", "C", "C", "C", "H", "H", "H", "H", "H", "H", "H", "H", "H"], "xyz": [[-0.379, 0.338, 0.413], [-0.552, -1.147, 0.553], [-0.156, -0.194, 1.762], [0.154, 0.557, -1.895], [0.750, 0.436, -0.521], [0.912, -0.178, 2.046], [-0.903, 0.263, 2.531], [1.425, 1.422, -0.358], [0.248, -1.763, 0.118], [-0.519, 1.538, -1.930], [1.416, -0.393, -0.244], [-1.583, -1.399, 0.461], [-0.526, -0.305, -2.193], [1.008, 0.541, -2.712]], "forces_ev_per_angstrom": [[0.061, -1.409, -0.400], [-0.026, 2.541, 2.232], [-0.391, 0.442, -1.078], [-0.151, 0.259, -2.468], [1.500, 3.053, 1.522], [-0.701, -0.356, 0.180], [1.402, -1.356, -1.434], [-1.622, -1.957, -0.062], [-0.706, 0.123, 0.364], [1.691, -2.071, -0.114], [0.334, 0.102, -0.988], [-0.371, -0.761, 0.072], [0.748, 0.931, 0.634], [-1.768, 0.459, 1.540]], "lumo_energy_ha": 0.0471, "homo_lumo_gap_ev": 10.50, "relative_energy_kcal_mol": 54.0, "multiplicity": 1, "smiles": "CCN1CC1", "e_tot_ha": -212.465103, "homo_ha": -0.339, "charge": 0}